1.
97
Properties=species:S:1:pos:R:3:forces:R:3 method="wB97M-V/def2-TZVPD" homo_ev="-8.3 / -9.1" e_lumo_ev="0.567 / 0.136" multiplicity=3 orbital_gap_ha="0.326 / 0.341"
C -3.770357 -1.760875 3.888985 0.320 0.003 -0.263
C -3.399652 -2.217539 2.508941 1.564 -0.548 1.885
O -4.079344 -1.960328 1.591574 -2.329 0.541 -2.810
N -2.181928 -2.950650 2.309160 0.281 0.081 0.646
C -1.130466 -2.006123 1.861076 0.331 -0.289 0.054
C -0.575987 -2.337316 0.474134 -0.193 0.217 -0.220
C -0.070354 -1.111827 -0.301606 -0.559 0.324 0.150
C 0.592774 -0.033529 0.567717 0.879 -0.999 0.168
C 1.781388 0.675556 -0.069297 -0.347 0.780 0.028
O 2.306168 1.589573 0.961373 -0.167 -0.525 -1.149
C 3.120370 0.995557 1.834041 -0.160 -0.606 -2.395
O 3.143621 1.347930 2.934576 0.724 1.367 3.965
Si 1.421909 1.787653 -1.585524 0.839 0.748 -0.784
C 0.989838 3.528079 -0.974212 -0.273 -1.076 -0.246
C 3.074742 1.947963 -2.518448 -0.909 -0.478 0.233
C 0.167911 1.094369 -2.803099 -0.172 0.317 1.160
H -4.732880 -1.278736 3.805061 -0.278 0.000 0.144
H -3.795597 -2.615496 4.555345 0.087 0.036 0.273
H -3.058831 -1.015195 4.235904 0.270 -0.115 0.259
H -2.374645 -3.621302 1.576856 0.035 0.094 -0.196
H -1.530486 -0.993218 1.894855 -0.041 0.131 -0.178
H -0.281623 -2.018397 2.540847 -0.092 -0.030 0.370
H -1.368685 -2.777779 -0.127605 -0.107 -0.139 -0.056
H 0.201926 -3.093479 0.564379 0.136 -0.064 0.082
H -0.944671 -0.657503 -0.760865 -0.094 0.028 -0.217
H 0.560261 -1.436349 -1.127754 0.231 0.011 0.017
H -0.120938 0.686678 0.953097 -0.152 0.228 -0.137
H 0.984600 -0.539837 1.456286 0.056 0.076 0.168
H 2.600040 -0.007831 -0.309215 -0.167 -0.325 -0.123
H 3.775287 0.182819 1.497185 -0.150 -0.210 -0.706
H 1.914043 4.067256 -0.814956 0.124 0.178 0.243
H 0.398549 4.042799 -1.727404 -0.100 0.122 -0.011
H 0.421007 3.430531 -0.052500 -0.028 0.355 0.139
H 3.021558 2.751227 -3.249694 0.135 0.230 0.094
H 3.212999 1.028265 -3.086982 0.301 -0.128 0.032
H 3.882973 2.088743 -1.806012 0.255 0.121 -0.139
H 0.428620 0.103068 -3.149037 0.092 -0.102 -0.295
H 0.012490 1.798668 -3.615297 0.128 -0.125 -0.273
H -0.785483 1.010380 -2.280918 -0.205 -0.051 -0.098
C 0.514947 -0.039335 -8.711520 -0.081 0.177 -0.223
C -0.168457 -0.256418 -7.331086 1.486 -0.228 -1.241
C -0.796074 -1.654303 -7.262243 -0.558 -0.119 0.118
C -2.077477 -1.794493 -8.077871 0.064 0.036 0.012
C -3.072365 -0.701774 -7.699759 0.188 -0.453 0.263
C -2.478940 0.703343 -7.809805 -0.713 0.722 -1.708
N -1.175361 0.819497 -7.086404 -0.971 -1.610 1.278
O -1.415427 0.896935 -5.822621 0.306 0.711 0.379
C -2.314294 1.060076 -9.301164 0.245 -0.136 -0.168
C -3.486744 1.721817 -7.279186 0.127 0.101 0.580
C 0.967196 -0.206194 -6.311424 -0.212 0.285 0.555
H 0.306373 -0.849186 -9.412484 -0.076 0.047 -0.012
H 0.218513 0.897150 -9.178677 -0.080 -0.030 0.043
H 1.598285 0.027621 -8.613512 -0.016 -0.149 0.135
H -1.025813 -1.897530 -6.219414 0.017 0.157 0.036
H -0.066799 -2.396342 -7.594165 0.139 0.137 -0.002
H -1.853909 -1.761120 -9.147989 -0.007 0.040 0.005
H -2.521306 -2.774444 -7.889823 0.011 0.005 -0.029
H -3.956109 -0.776678 -8.337535 0.013 0.196 -0.025
H -3.419823 -0.878265 -6.676512 0.101 0.116 0.044
H -1.807401 2.019371 -9.419189 0.016 -0.016 0.038
H -3.291918 1.148215 -9.775771 -0.063 -0.016 0.149
H -1.767341 0.310479 -9.870205 0.052 0.036 0.039
H -3.789624 1.509751 -6.254997 0.138 0.013 0.016
H -4.388221 1.705615 -7.891241 0.085 -0.096 -0.125
H -3.075384 2.732451 -7.313138 0.022 -0.029 0.019
H 1.433083 0.781218 -6.286368 -0.032 -0.001 -0.008
H 1.732124 -0.934811 -6.581133 -0.074 -0.001 -0.186
H 0.633043 -0.451837 -5.305623 -0.107 0.105 -0.019
C 1.673974 1.374822 8.973749 0.179 0.186 -0.135
C 0.617553 0.369480 8.432670 0.833 1.025 1.468
C 1.058742 -1.071315 8.721988 0.084 -0.421 -0.406
C 2.192724 -1.559954 7.823930 -0.056 0.052 0.035
C 1.835068 -1.355711 6.354591 -0.217 -0.370 0.407
C 1.438639 0.086317 6.037071 1.580 0.813 -0.909
N 0.393336 0.599639 6.975556 -0.597 -2.218 0.057
O -0.745452 0.096437 6.644129 -0.638 0.546 -0.273
C 2.700101 0.968753 6.086010 0.139 0.061 0.368
C 0.952522 0.170181 4.589146 -0.921 -0.173 0.210
C -0.647457 0.642884 9.245597 -0.547 -0.120 -0.396
H 2.579552 0.878958 9.326891 0.023 0.002 -0.089
H 1.961542 2.114368 8.230040 -0.009 -0.085 -0.057
H 1.280554 1.954967 9.808532 -0.087 -0.176 0.063
H 0.205250 -1.745104 8.592515 -0.078 0.120 -0.079
H 1.357089 -1.156065 9.769173 -0.066 0.178 0.034
H 3.124391 -1.043417 8.070974 -0.015 0.029 -0.033
H 2.372850 -2.620720 8.012763 0.019 0.019 0.012
H 2.680828 -1.648776 5.727990 -0.022 0.179 -0.096
H 1.013831 -2.032538 6.094043 -0.095 0.123 0.015
H 2.445808 2.021687 5.956044 -0.025 -0.019 -0.013
H 3.377603 0.699656 5.280389 -0.108 -0.074 -0.124
H 3.266072 0.862205 7.010743 -0.094 0.040 0.030
H 0.124715 -0.515636 4.404553 -0.101 0.092 0.145
H 1.743424 -0.096207 3.902175 0.256 -0.043 0.186
H 0.624633 1.181261 4.341667 0.028 -0.012 0.012
H -1.031097 1.646415 9.052156 0.025 -0.013 -0.026
H -0.421398 0.565753 10.309353 0.195 0.022 -0.042
H -1.441324 -0.072957 9.035445 0.027 0.055 -0.140

=====

2.
108
Properties=species:S:1:pos:R:3:forces:R:3 method="wB97M-V/def2-TZVPD" homo_ev=-7.7 e_lumo_ev=0.255 smiles="CC(=O)N(C)[C@@](CNc1ccncc1)(CC(=O)Br)OCCCCC(=O)O.CN(C)P(=O)(N(C)C)N(C)C.CN(C)P(=O)(N(C)C)N(C)C" orbital_gap_ha=0.293
C 3.250987 1.079228 -1.272766 -0.168 0.467 -0.251
C 4.687313 1.454123 -1.542615 -0.479 -0.688 -0.039
O 5.503557 0.570992 -1.558547 0.520 0.043 0.111
N 5.076563 2.835996 -1.717645 0.005 -0.102 -0.009
C 6.372711 3.013313 -1.047477 0.204 -0.069 0.453
C 5.081653 3.251391 -3.122433 0.523 0.426 -1.442
C 5.560931 4.717231 -3.283686 0.769 -0.538 1.548
N 4.980518 5.631233 -2.294754 0.052 0.778 -0.435
C 4.925085 6.973353 -2.692323 -0.460 0.661 -0.665
C 4.333748 7.397119 -3.891806 0.471 -0.174 0.718
C 4.308259 8.756816 -4.147054 -0.500 0.025 -0.944
N 4.766024 9.738760 -3.378604 0.317 -0.064 0.250
C 5.345227 9.336846 -2.247005 -0.475 -0.432 -0.236
C 5.422334 8.001994 -1.896894 0.427 -0.396 0.975
C 6.083349 2.384537 -3.955234 0.489 1.092 -0.637
C 6.035973 2.739150 -5.443643 -0.715 -0.767 0.845
O 5.257853 2.213146 -6.147906 -0.176 -0.002 -0.926
Br 7.295374 4.038244 -6.182857 0.170 0.057 0.144
O 3.845502 3.100124 -3.783074 -0.116 -0.546 1.166
C 2.709113 3.596015 -3.077242 -0.857 0.775 -1.216
C 1.887271 4.503642 -4.020598 -0.399 -0.184 0.999
C 1.051063 5.461247 -3.149535 0.227 0.100 -0.010
C 0.330876 4.773245 -1.981502 -0.389 0.508 -0.714
C -0.509584 3.569527 -2.334437 -0.197 -0.295 0.884
O -0.740625 2.740569 -1.496378 0.254 -0.304 0.021
O -1.035217 3.437936 -3.585635 0.889 0.616 -0.272
H 2.780608 0.781545 -2.212849 0.040 0.062 -0.040
H 2.671804 1.895274 -0.847132 0.003 -0.056 0.071
H 3.236077 0.200786 -0.634385 0.097 0.049 0.102
H 6.685216 4.053124 -0.980422 -0.198 0.062 -0.179
H 6.253014 2.662938 -0.022855 0.015 0.030 0.006
H 7.192970 2.432814 -1.472827 -0.070 0.004 -0.143
H 6.647302 4.685728 -3.125756 0.009 0.198 -0.191
H 5.425614 5.069828 -4.298409 -0.398 -0.062 0.006
H 5.487604 5.619438 -1.420076 -0.088 -0.453 0.044
H 3.916448 6.684551 -4.587416 -0.048 0.114 -0.127
H 3.857047 9.062404 -5.088376 0.000 0.130 0.086
H 5.738788 10.082234 -1.566785 0.004 0.128 -0.129
H 5.890046 7.743229 -0.949365 0.026 0.037 -0.040
H 7.097080 2.599028 -3.623165 -0.022 -0.337 0.269
H 5.839238 1.328379 -3.917122 0.014 -0.025 0.184
H 2.959426 4.188457 -2.201663 0.416 -0.283 0.102
H 2.052545 2.768491 -2.809436 0.277 -0.125 0.264
H 1.183499 3.899295 -4.591147 0.305 0.003 -0.381
H 2.557580 5.041572 -4.685507 -0.089 0.030 -0.102
H 0.309140 6.003250 -3.737256 0.080 -0.072 -0.165
H 1.726774 6.213075 -2.729626 -0.067 0.026 0.051
H -0.348162 5.492030 -1.512804 -0.019 -0.003 -0.008
H 0.998269 4.454467 -1.184894 0.039 -0.117 -0.043
H -0.803965 2.544821 -3.873803 -0.584 -0.176 0.016
C -5.604991 -1.460118 -1.372498 -0.143 0.134 -0.068
N -4.976633 -2.044549 -0.209541 0.030 0.297 -0.105
C -5.456924 -3.390120 0.065282 0.136 -0.015 0.467
P -3.496857 -1.606391 0.573297 -1.878 3.616 -5.044
O -2.541902 -2.576878 -0.071417 0.149 -1.227 3.310
N -2.756586 -0.124820 0.022258 -0.405 0.576 -0.388
C -3.052891 0.445760 -1.286308 -0.222 -0.114 -0.206
C -1.309360 -0.139388 0.229854 0.056 -0.201 0.257
N -4.288650 -0.722534 1.859779 2.485 -2.582 2.696
C -4.395292 -1.449528 3.123993 -0.109 -0.243 -0.117
C -5.377815 0.180520 1.651541 -0.338 0.108 -0.714
H -6.694679 -1.499235 -1.256870 0.011 -0.122 -0.022
H -5.341578 -1.988822 -2.299598 -0.010 0.029 -0.009
H -5.369005 -0.409662 -1.505325 0.109 -0.071 0.092
H -6.259358 -3.378421 0.814793 -0.070 -0.075 -0.091
H -4.657006 -4.030480 0.445726 0.024 0.029 -0.039
H -5.842139 -3.871333 -0.836322 0.067 0.078 -0.070
H -3.066415 -0.308139 -2.086808 -0.042 0.067 -0.057
H -2.314968 1.201298 -1.554114 0.115 -0.205 0.237
H -4.003133 0.985335 -1.278242 -0.070 -0.155 -0.027
H -0.785254 -0.692745 -0.559249 0.027 -0.054 0.064
H -1.057343 -0.605891 1.185706 -0.025 -0.021 -0.031
H -0.927461 0.880920 0.254592 -0.134 0.052 -0.060
H -5.237743 -2.159265 3.118954 -0.017 0.064 0.188
H -4.518914 -0.766305 3.967723 -0.061 0.058 -0.079
H -3.480812 -2.020858 3.308667 -0.042 -0.017 -0.013
H -6.343819 -0.336439 1.552555 0.049 -0.012 -0.084
H -5.227525 0.815502 0.779021 0.095 -0.130 -0.085
H -5.441156 0.854124 2.510349 0.117 -0.105 0.076
C -1.436884 -8.279421 5.707059 0.182 0.013 0.066
N -2.316165 -8.006114 4.593080 0.163 0.226 0.195
C -2.688036 -9.212529 3.868408 -0.142 0.220 -0.412
P -3.308155 -6.621401 4.296216 3.741 0.018 5.151
O -4.626568 -7.092227 4.846703 -0.877 0.306 -3.361
N -3.062783 -5.268152 5.378413 0.737 0.155 0.503
C -2.462066 -5.426539 6.695315 0.084 -0.242 0.034
C -4.268262 -4.452635 5.483555 -0.176 -0.068 -0.282
N -2.196689 -5.894079 3.159029 -3.606 0.163 -2.681
C -2.545692 -6.067013 1.745470 0.045 -0.185 -0.019
C -0.782454 -5.837370 3.367626 0.379 -0.308 0.605
H -0.563655 -8.840213 5.353579 -0.073 -0.093 -0.007
H -1.928147 -8.872700 6.491194 0.024 0.014 0.014
H -1.033661 -7.382774 6.166162 -0.125 0.032 -0.084
H -2.039266 -9.364673 2.996047 0.025 -0.121 0.051
H -3.718937 -9.163294 3.510381 -0.011 0.018 0.046
H -2.617956 -10.098922 4.502330 -0.010 0.075 0.105
H -2.853371 -6.291551 7.247293 0.043 0.043 0.092
H -2.644806 -4.537913 7.301331 -0.189 0.046 -0.117
H -1.374448 -5.499665 6.630272 -0.027 -0.131 -0.013
H -4.998924 -4.872339 6.184436 -0.059 -0.020 -0.083
H -4.752158 -4.362269 4.508121 -0.039 0.004 0.043
H -4.012594 -3.442747 5.812806 0.153 -0.034 0.014
H -2.249691 -7.054818 1.359857 0.032 0.067 -0.083
H -2.074070 -5.299195 1.128125 0.035 0.026 0.067
H -3.625715 -5.965502 1.607500 0.023 -0.034 0.039
H -0.277637 -6.778521 3.105281 -0.048 -0.017 0.090
H -0.525398 -5.574521 4.393439 -0.148 -0.085 0.066
H -0.369421 -5.044977 2.737904 -0.167 0.004 -0.083

=====

Number 1: E -53612.034 eV. Number 2: E -147405.612 eV.